Computed, not measured: an isolated molecule of C6H10F2N2 in a non-equilibrium geometry, with wB97M-V/def2-TZVPD.

Geometry as XYZ:
```
20
Properties=species:S:1:pos:R:3:lowdin_charge:R:1
C 1.706 0.299 -1.002 -0.18
C 1.104 -0.620 0.076 -0.52
C -0.390 -0.822 -0.013 -0.08
C -1.253 0.396 -0.257 -0.42
C -2.633 -0.063 -0.240 -0.11
C -3.734 -0.561 -0.271 0.13
H 2.443 1.818 0.073 0.06
H 0.833 1.916 -0.149 0.03
H 1.199 0.144 -1.929 0.10
H 2.750 -0.012 -1.215 0.13
H -0.562 -1.532 -0.811 0.14
H -0.758 -1.249 0.939 0.15
H -1.019 0.819 -1.270 0.16
H -0.737 0.966 1.673 0.09
H -1.821 2.043 0.875 0.11
H -4.699 -0.994 -0.396 0.03
N 1.723 1.729 -0.635 0.02
N -0.983 1.413 0.777 0.03
F 1.711 -1.849 -0.035 0.06
F 1.443 -0.116 1.308 0.06
```

2S+1 ... 1
Frontier orbital gap ... 10.3 eV
Charge ... 0
Structure (SMILES) ... C#C[C@@H](N)CC(F)(F)CN
Strongest force on any atom ... 0.0344 Eh/bohr